The following is a quantum chemistry calculation of one molecule with the formula C6H9N in a non-equilibrium geometry, from OMol25.

HOMO energy (eV): -9.022
HOMO-LUMO gap (hartree): 0.36502
Energy relative to the best compared isomer or geometry (same formula, charge and spin) (kJ/mol): 205.3
E_tot (Ha): -288.703835
SMILES string: CC1(C)C=CN=C1

Each line ends with the Löwdin charge.
Geometry (Å):
N -2.145 -0.644 -0.018  0.08
C 1.075 -0.136 -1.296  -0.06
C 0.982 -0.191 1.174  -0.06
C -1.953 0.684 0.369  -0.14
C -0.999 -1.080 -0.266  -0.10
C -0.719 1.178 0.205  -0.01
C 0.184 -0.034 -0.095  -0.50
H -2.761 1.237 0.584  0.06
H 1.636 -1.096 -1.313  0.10
H -0.880 -1.951 -0.800  0.09
H -0.439 2.184 0.378  0.10
H 0.631 0.043 -2.296  0.09
H 0.490 -0.584 2.102  0.11
H 1.679 0.782 -1.209  0.09
H 1.576 0.607 1.548  0.07
H 1.644 -0.999 0.933  0.07

***

The following is a quantum chemistry calculation of one molecule with the formula C6H9N, from OMol25.

HOMO energy (eV): -8.499
HOMO-LUMO gap (hartree): 0.35035
Energy relative to the best compared isomer or geometry (same formula, charge and spin) (kJ/mol): 235.9
E_tot (Ha): -288.692206
SMILES string: CC#C/C=C/CN

Each line ends with the Löwdin charge.
Geometry (Å):
N 1.740 0.579 -2.818  -0.01
C -0.447 0.078 1.186  -0.05
C -0.168 0.680 -0.069  -0.14
C 0.097 -0.017 -1.172  -0.13
C 0.317 0.654 -2.478  -0.30
C -1.101 -1.007 3.520  -0.11
C -0.751 -0.411 2.242  -0.08
H 1.935 -0.383 -3.082  0.06
H -0.264 1.763 -0.130  0.11
H 2.272 0.772 -1.962  0.07
H -0.312 0.181 -3.250  0.12
H -1.163 -0.240 4.297  0.08
H 0.259 -1.095 -1.144  0.12
H -0.003 1.701 -2.409  0.11
H -0.345 -1.741 3.814  0.08
H -2.066 -1.515 3.454  0.08

***

The following is a quantum chemistry calculation of a 2-piece molecular cluster, C6H9N2O2 overall in a non-equilibrium geometry, from OMol25.

Total charge: -1
HOMO energy (eV): -3.718
HOMO-LUMO gap (hartree): 0.24531
Energy relative to the best compared isomer or geometry (same formula, charge and spin) (kJ/mol): 211.8
E_tot (Ha): -494.042013

Each line ends with the Löwdin charge.
Geometry (Å):
O -2.776 3.034 -1.450  -0.11
O -2.870 0.786 -1.208  -0.09
N 2.161 -2.000 0.408  0.05
N 1.013 -2.232 2.330  0.02
C 1.945 -2.817 1.445  -0.19
C -2.341 1.871 -1.442  -0.82
C 1.470 -0.830 0.610  -0.33
C 1.639 0.481 -0.134  -0.07
C 0.747 -0.922 1.873  -0.02
C -0.834 1.816 -1.949  -0.07
H 2.501 -3.738 1.555  0.10
H 0.999 0.401 -1.032  0.05
H -0.857 2.585 -2.713  0.04
H -0.644 0.837 -2.396  0.05
H 2.754 0.552 -0.375  0.09
H 1.496 1.421 0.465  0.09
H 0.148 -0.173 2.294  0.09
H -0.041 2.183 -1.355  0.01
H 0.835 -2.590 3.241  0.12

***

The following is a quantum chemistry calculation of an isolated ion of composition C6H9N2O2 and charge +1 in a non-equilibrium geometry, from OMol25.

Total charge: +1
HOMO energy (alpha / beta) (eV): -14.216 / -14.216
HOMO-LUMO gap (alpha / beta) (hartree): 0.26762 / 0.26769
Energy relative to the best compared isomer or geometry (same formula, charge and spin) (kJ/mol): 642.6
E_tot (Ha): -493.557511
SMILES string: CCC1=C(C)N[N+](=O)C1=O

Each line ends with the Löwdin charge.
Geometry (Å):
O -2.416 -2.241 0.280  0.25
O -1.219 -2.880 3.079  0.24
N -0.870 -2.242 2.159  -0.02
N 0.118 -1.453 2.637  0.17
C -0.687 -0.605 0.594  -0.12
C -0.592 -0.014 -0.817  -0.14
C 1.307 0.366 1.418  0.02
C -1.668 -0.425 -1.872  -0.05
C 0.317 -0.680 1.539  -0.22
C -1.548 -1.606 0.775  -0.24
H 1.198 1.164 0.649  0.12
H 0.343 -0.435 -1.222  0.13
H 0.717 -1.697 3.487  0.25
H 2.244 -0.235 1.501  0.13
H -0.382 1.052 -0.767  0.11
H -2.599 0.145 -1.936  0.10
H -1.220 -0.168 -2.818  0.08
H 1.334 0.891 2.380  0.12
H -1.763 -1.453 -1.817  0.04

***

The following is a quantum chemistry calculation of a 2-piece molecular cluster, C6H9N2O2P overall in a non-equilibrium geometry, from OMol25.

HOMO energy (eV): -8.920
HOMO-LUMO gap (hartree): 0.35302
Energy relative to the best compared isomer or geometry (same formula, charge and spin) (kJ/mol): 368.1
E_tot (Ha): -835.249371
SMILES string: C/C(=N\P)[C@@H]1CC1=O.N=C=O

Each line ends with the Löwdin charge.
Geometry (Å):
P -2.324 -0.599 -0.804  0.74
O 2.550 1.765 0.094  0.19
O -0.642 2.794 -1.353  0.15
N -0.751 -0.374 -0.218  -0.28
N -1.665 2.334 0.705  0.17
C 0.422 -0.822 -0.367  -0.36
C 1.979 0.991 0.716  -0.41
C 1.011 0.633 1.758  0.00
C 1.463 -0.372 0.667  -0.13
C -1.222 2.603 -0.368  -0.47
C 0.768 -1.868 -1.483  -0.05
H -2.300 1.631 1.029  0.06
H 1.907 -1.810 -1.653  0.09
H 0.144 -1.418 -2.386  0.10
H -2.693 -1.975 -1.192  -0.12
H 0.070 1.144 1.850  0.08
H 1.460 0.390 2.705  0.11
H 0.346 -2.916 -1.210  0.10
H 2.183 -1.138 1.021  0.16
H -2.705 -0.991 0.491  -0.11

***

The following is a quantum chemistry calculation of an isolated ion of composition C6H9N2O3S and charge +1 in a non-equilibrium geometry, from OMol25.

Total charge: +1
HOMO energy (eV): -13.885
HOMO-LUMO gap (hartree): 0.28755
Energy relative to the best compared isomer or geometry (same formula, charge and spin) (kJ/mol): 108.9
E_tot (Ha): -967.005624

Each line ends with the Löwdin charge.
Geometry (Å):
S 0.695 -0.891 -0.850  1.36
O 1.598 -3.180 2.084  0.15
O 1.742 -3.276 -0.109  0.09
O 0.037 1.294 -2.362  -0.25
N -0.054 -0.831 1.593  -0.09
N 1.389 -2.775 0.962  -0.34
C -0.610 0.240 0.986  -0.05
C -0.942 1.327 -1.335  -0.18
C -0.434 0.347 -0.353  -0.34
C 0.257 2.442 -3.063  -0.13
C -0.269 -1.287 2.906  0.00
C 0.701 -1.564 0.686  -0.37
H 0.164 -0.532 3.708  0.18
H -0.489 2.533 -3.835  0.08
H 0.205 3.439 -2.484  0.12
H -1.848 1.124 -1.879  0.15
H -1.391 0.635 1.657  0.17
H 1.322 2.439 -3.616  0.15
H 0.320 -2.115 3.093  0.04
H -1.068 2.280 -0.842  0.14
H -1.324 -1.648 3.052  0.15

***

The following is a quantum chemistry calculation of C6H9N2OS as an isolated structure in a non-equilibrium geometry, from OMol25.

Total charge: +1
HOMO energy (eV): -12.918
HOMO-LUMO gap (hartree): 0.29812
Energy relative to the best compared isomer or geometry (same formula, charge and spin) (kJ/mol): 136.6
E_tot (Ha): -816.623854

Each line ends with the Löwdin charge.
Geometry (Å):
S -1.587 -1.593 -2.218  0.79
O 0.336 2.329 -1.291  0.09
N 0.325 -0.914 0.292  0.08
N 0.758 1.001 1.259  0.12
C 0.107 1.175 -1.347  -0.07
C -0.675 0.794 -3.183  -0.06
C 0.496 -1.301 1.687  -0.08
C 0.770 0.056 2.378  -0.08
C 0.485 0.371 0.156  -0.18
C -1.669 -0.241 -3.115  -0.64
H -0.412 -1.787 2.053  0.13
H -0.997 1.799 -3.420  0.10
H -0.044 -1.514 -0.450  0.05
H -2.567 -0.073 -3.708  0.07
H 1.329 -2.001 1.787  0.13
H 0.276 0.519 -3.627  0.10
H 0.935 1.991 1.349  0.18
H -0.014 0.325 3.091  0.13
H 1.732 0.077 2.892  0.13

***

The following is a quantum chemistry calculation of a 3-piece molecular cluster, C6H9N3 overall, from OMol25.

HOMO energy (alpha / beta) (eV): -7.840 / -7.385
HOMO-LUMO gap (alpha / beta) (hartree): 0.24402 / 0.21341
Energy relative to the best compared isomer or geometry (same formula, charge and spin) (kJ/mol): 826.8
E_tot (Ha): -397.960522

Each line ends with the Löwdin charge.
Geometry (Å):
N 0.386 0.541 0.038  0.02
N 0.468 -1.990 -1.571  0.15
N 0.297 -0.033 -2.887  0.19
C 1.444 -0.039 0.877  -0.10
C -2.027 -0.262 -0.051  0.04
C 0.242 -0.714 -1.872  -0.30
C -0.658 1.645 2.035  -0.18
C -0.767 0.073 -0.027  -0.33
C -0.383 2.602 2.750  -0.15
H 0.808 -2.616 -2.290  0.13
H 0.099 -2.386 -0.723  0.11
H 2.188 -0.480 0.210  0.08
H 1.894 0.785 1.422  0.08
H -0.226 3.412 3.425  -0.05
H 0.262 0.978 -2.832  0.09
H -2.427 -0.963 -0.768  0.06
H -2.660 0.223 0.683  0.07
H 1.061 -0.775 1.583  0.09

***

The following is a quantum chemistry calculation of one molecule with the formula C6H9N3 in a non-equilibrium geometry, from OMol25.

HOMO energy (eV): -6.563
HOMO-LUMO gap (hartree): 0.26835
Energy relative to the best compared isomer or geometry (same formula, charge and spin) (kJ/mol): 386.8
E_tot (Ha): -398.128109
SMILES string: Cn1ncc2c1NCC2

Each line ends with the Löwdin charge.
Geometry (Å):
N 1.465 -0.392 1.859  -0.01
N -0.430 -0.175 -1.174  0.03
N 1.002 -0.949 0.721  -0.23
C 0.859 0.822 1.993  -0.20
C 1.422 -2.343 0.424  0.01
C -0.014 1.170 1.018  -0.05
C -0.844 1.944 0.069  -0.15
C -1.191 1.071 -1.265  -0.13
C 0.240 -0.328 -0.047  -0.18
H -0.958 1.620 -2.155  0.09
H -1.809 2.175 0.586  0.10
H 1.112 1.263 3.007  0.12
H 2.477 -2.284 0.191  0.08
H -0.545 -0.846 -1.858  0.11
H -0.511 2.920 -0.314  0.10
H 0.763 -2.590 -0.463  0.09
H 1.118 -2.985 1.324  0.11
H -2.225 0.719 -1.466  0.11

***

The following is a quantum chemistry calculation of C6H9N3O2 as an isolated structure in a non-equilibrium geometry, from OMol25.

HOMO energy (eV): -8.497
HOMO-LUMO gap (hartree): 0.32174
Energy relative to the best compared isomer or geometry (same formula, charge and spin) (kJ/mol): 595.9
E_tot (Ha): -548.594390

Each line ends with the Löwdin charge.
Geometry (Å):
O 1.032 1.980 0.736  0.03
O -3.658 1.485 0.454  0.08
N -1.286 1.988 0.137  0.17
N -1.203 -1.866 -0.980  0.07
N -2.249 -0.192 -0.077  0.16
C 2.053 -0.775 0.687  -0.08
C -2.559 1.173 0.088  -0.44
C 0.023 0.036 -0.284  -0.29
C -0.024 1.262 0.264  -0.28
C 1.332 -0.390 -0.662  -0.21
C -1.153 -0.641 -0.376  -0.52
H 0.769 -1.505 -1.151  0.17
H 2.237 0.196 1.298  0.07
H 3.212 -0.538 0.327  0.14
H -2.209 -2.354 -1.140  0.18
H 1.681 -1.683 1.173  0.09
H -1.182 2.912 0.750  0.19
H 1.787 1.150 0.679  0.13
H -0.437 -2.469 -0.360  0.16
H 1.833 0.235 -1.563  0.17

***

The following is a quantum chemistry calculation of one molecule with the formula C6H9N3O2, from OMol25.

HOMO energy (eV): -8.550
HOMO-LUMO gap (hartree): 0.34256
Energy relative to the best compared isomer or geometry (same formula, charge and spin) (kJ/mol): 811.6
E_tot (Ha): -548.512239
SMILES string: NN=C=CCCC=C=[N+]([O-])O

Each line ends with the Löwdin charge.
Geometry (Å):
O -2.384 -1.162 -0.008  0.04
O -2.126 -1.115 -2.237  -0.02
N -1.886 0.267 2.355  0.00
N -1.282 1.167 1.537  -0.01
N -1.548 -1.147 -1.145  -0.31
C 0.979 1.473 0.528  -0.11
C 2.055 -0.341 -0.854  -0.20
C -0.180 1.121 1.009  -0.13
C -0.310 -1.092 -0.922  0.01
C 0.957 -1.358 -0.868  -0.05
C 1.538 1.101 -0.816  -0.21
H 2.361 1.777 -1.051  0.11
H 2.704 -0.534 0.005  0.12
H -1.279 -0.291 2.949  0.09
H -2.648 0.706 2.856  0.09
H 2.652 -0.498 -1.759  0.12
H 1.293 -2.392 -0.838  0.12
H 1.617 2.072 1.169  0.10
H 0.769 1.216 -1.583  0.12
H -3.281 -0.973 -0.329  0.12

***

The following is a quantum chemistry calculation of one molecule with the formula C6H9N3O2 in a non-equilibrium geometry, from OMol25.

HOMO energy (eV): -9.022
HOMO-LUMO gap (hartree): 0.31743
Energy relative to the best compared isomer or geometry (same formula, charge and spin) (kJ/mol): 536.5
E_tot (Ha): -548.617042
SMILES string: CC(C)(n1ccnc1)[N+](=O)[O-]

Each line ends with the Löwdin charge.
Geometry (Å):
O 1.491 2.657 -0.573  0.11
O 1.274 2.099 1.493  0.07
N -1.048 0.607 -0.036  0.03
N -3.072 1.335 -0.371  0.06
N 1.156 1.898 0.288  -0.35
C -1.802 1.477 -0.745  -0.15
C 1.130 -0.406 1.058  -0.05
C 1.050 0.059 -1.426  -0.02
C 0.637 0.529 -0.046  -0.35
C -1.891 -0.014 0.860  -0.11
C -3.101 0.435 0.579  -0.22
H 2.170 0.072 -1.275  0.11
H -1.477 2.089 -1.510  0.10
H -4.027 0.067 0.840  0.08
H 2.223 -0.394 1.091  0.09
H 0.842 0.811 -2.305  0.13
H 0.744 0.030 2.079  0.12
H 0.588 -0.882 -1.432  0.07
H -1.662 -0.803 1.649  0.14
H 0.679 -1.478 1.136  0.12